{
  "formula": "H32KO20P",
  "method": "ωB97M-V/def2-TZVPD",
  "lumo_ev": [1.2218, -3.1499],
  "multiplicity": 2,
  "total_charge": -1,
  "homo_lumo_gap_ev": [8.61, 4.23],
  "species": ["K", "P", "O", "O", "O", "O", "O", "H", "H", "O", "H", "H", "O", "H", "H", "O", "H", "H", "O", "H", "H", "O", "H", "H", "O", "H", "H", "O", "H", "H", "O", "H", "H", "O", "H", "H", "O", "H", "H", "O", "H", "H", "O", "H", "H", "O", "H", "H", "O", "H", "H", "O", "H", "H"],
  "positions_angstrom": [[11.244, 6.677, 18.619], [9.513, 3.696, 18.977], [8.331, 2.911, 19.596], [9.094, 4.634, 17.808], [10.712, 2.757, 18.487], [10.098, 4.679, 20.041], [8.553, 0.838, 21.127], [8.337, 1.255, 21.962], [8.519, 1.550, 20.488], [8.480, 7.099, 18.771], [7.815, 7.354, 19.410], [8.518, 6.144, 18.833], [11.377, 3.898, 16.241], [11.062, 3.493, 17.049], [10.710, 4.548, 16.023], [7.031, 1.752, 17.709], [7.595, 2.252, 18.299], [7.012, 2.266, 16.902], [8.087, 4.006, 15.480], [8.471, 4.079, 16.353], [7.178, 4.283, 15.594], [9.754, 3.526, 22.303], [9.919, 3.910, 21.442], [10.391, 2.816, 22.377], [8.402, 6.136, 21.829], [7.486, 5.975, 21.604], [8.900, 5.625, 21.191], [6.588, 4.559, 18.399], [6.677, 3.817, 18.996], [7.487, 4.790, 18.167], [12.314, 4.839, 21.273], [11.480, 4.727, 20.816], [12.185, 5.613, 21.821], [6.973, 3.212, 21.671], [7.574, 3.467, 22.372], [7.533, 3.100, 20.903], [13.106, 3.122, 19.341], [12.234, 2.927, 18.999], [12.945, 3.547, 20.183], [6.452, -0.016, 19.588], [7.156, 0.055, 20.233], [6.709, 0.580, 18.885], [9.525, 0.771, 17.121], [8.574, 0.814, 17.225], [9.868, 1.328, 17.819], [11.147, 1.094, 20.428], [11.031, 1.820, 19.815], [10.256, 0.805, 20.628], [9.948, 6.398, 15.993], [9.544, 6.271, 15.135], [9.514, 5.760, 16.559], [12.432, 0.650, 16.297], [11.575, 1.076, 16.316], [13.034, 1.303, 16.653]],
  "forces_ev_per_a": [[-0.203, -0.204, -0.309], [-1.524, 2.777, 0.760], [2.976, 0.503, -2.123], [0.974, -1.639, 1.251], [-1.427, 0.562, 0.497], [-0.087, -1.195, -1.676], [0.423, -1.457, 0.610], [-0.193, 0.222, 0.204], [-0.225, 0.574, -0.273], [0.361, 0.783, -0.024], [-0.117, 0.115, 0.227], [-0.083, -0.395, -0.161], [0.731, 0.159, -0.458], [0.122, -0.186, -0.241], [0.074, 0.145, -0.341], [-0.395, -0.581, -1.202], [0.125, 0.391, 0.643], [-0.201, 0.179, -0.412], [-0.336, -0.294, -1.195], [0.210, -0.025, 0.664], [-0.294, 0.164, 0.072], [-0.286, -0.534, 1.359], [0.005, 0.152, -0.245], [0.277, -0.291, 0.031], [-0.092, 0.746, 0.273], [-0.332, -0.283, 0.032], [0.203, -0.275, -0.212], [-1.502, 0.647, -0.061], [-0.252, -0.023, 0.156], [0.114, -0.058, -0.283], [1.322, 0.613, 0.455], [-0.804, -0.112, -0.283], [0.041, -0.018, 0.409], [-1.265, 0.185, 0.993], [0.347, 0.182, 0.155], [0.087, 0.168, -0.029], [0.830, 0.141, -0.386], [0.130, -0.298, -0.269], [0.263, 0.166, 0.473], [-0.561, -0.661, 0.092], [0.212, -0.041, 0.410], [-0.306, -0.032, -0.290], [0.727, -0.255, -0.530], [-0.812, 0.031, -0.003], [0.357, -0.283, 0.468], [0.938, -0.169, 0.343], [0.187, -0.376, 0.056], [-0.669, -0.394, 0.487], [0.674, 0.745, -0.274], [-0.144, -0.001, -0.234], [-0.632, -0.226, 0.494], [0.291, -0.268, -0.059], [-0.429, 0.024, -0.124], [0.169, 0.199, 0.082]]
}

***

{
  "formula": "C5H11O2",
  "method": "ωB97M-V/def2-TZVPD",
  "lumo_ev": 3.9799,
  "multiplicity": 1,
  "total_charge": -1,
  "de_lowest_kcal_mol": 3.8,
  "homo_lumo_gap_ev": 7.96,
  "species": ["C", "C", "C", "H", "H", "H", "H", "H", "H", "H", "H", "C", "C", "O", "O", "H", "H", "H"],
  "positions_angstrom": [[1.539, -2.392, -0.494], [0.037, -2.492, -0.694], [2.137, -1.222, -1.276], [1.736, -2.266, 0.566], [2.050, -3.337, -0.712], [-0.445, -1.516, -0.704], [3.222, -1.238, -1.386], [1.696, -1.209, -2.279], [-0.426, -3.000, 0.164], [-0.294, -3.034, -1.585], [1.836, -0.279, -0.805], [-2.181, 2.172, 0.142], [-0.889, 1.573, 0.807], [-0.580, 2.117, 1.883], [-0.363, 0.607, 0.205], [-2.651, 1.438, -0.523], [-1.949, 3.116, -0.355], [-2.881, 2.289, 0.970]],
  "forces_ev_per_a": [[0.385, -0.005, 0.007], [-0.767, -0.307, 0.513], [-0.429, 0.201, -0.135], [-0.024, 0.321, 0.242], [-0.128, -0.028, -0.369], [0.250, 0.264, -0.012], [0.068, -0.151, 0.133], [0.153, -0.006, -0.042], [0.092, -0.106, -0.155], [0.349, -0.004, -0.134], [0.009, -0.168, -0.032], [0.040, -0.917, 0.473], [-0.744, 0.102, -0.379], [0.402, -0.040, 0.097], [0.288, 0.030, 0.088], [0.326, 0.282, -0.292], [-0.203, -0.044, 0.045], [-0.068, 0.576, -0.049]]
}

***

Calculated largest force on an atom, 0.0718; 0.0201 Eh/bohr (same order as the records).